Entry 1:
8
Properties=species:S:1:pos:R:3:nbo_charge:R:1 method="wB97M-V/def2-TZVPD" homo_ev="-10.720 / -9.924" fmax_ha_per_bohr=0.09841 multiplicity=1 homo_lumo_gap_ev="8.926 / 8.797"
C 0.751 -1.247 -1.057 0.061
C 0.318 -0.260 0.111 -0.138
N 0.617 -2.422 -1.024 -0.151
O 0.182 -1.012 1.234 -0.134
O -0.353 -2.178 1.173 -0.121
Cl 1.322 -0.124 -2.231 0.028
H 0.901 0.628 0.346 0.240
H -0.750 0.061 -0.216 0.215


Entry 2:
13
Properties=species:S:1:pos:R:3:nbo_charge:R:1 method="wB97M-V/def2-TZVPD" homo_ev="-8.412 / -8.249" fmax_ha_per_bohr=0.02031 multiplicity=1 homo_lumo_gap_ev="8.349 / 7.682"
C 1.656 1.038 -0.127 -0.856
C -1.351 0.497 0.781 -0.011
O -0.949 -0.684 1.050 -0.315
C -0.657 -1.667 0.203 -0.110
C -0.888 -1.467 -1.165 0.170
N -1.113 -1.214 -2.281 -0.316
H 2.744 0.999 -0.188 0.218
H 1.268 1.541 -1.015 0.218
H 1.365 1.591 0.770 0.208
H -1.502 0.799 -0.251 0.182
H -1.507 1.135 1.638 0.182
H -0.339 -2.583 0.668 0.221
H 1.272 0.015 -0.085 0.208


Entry 3:
69
Properties=species:S:1:pos:R:3:nbo_charge:R:1 method="wB97M-V/def2-TZVPD" homo_ev=-9.519 fmax_ha_per_bohr=0.02861 multiplicity=1 smiles=CC(C)O.CC(C)O.CC(C)O.CC(C)O.CO.CO.O.O.O homo_lumo_gap_ev=9.537
C -1.410 -2.626 3.956 -0.621
C -0.702 -2.026 2.756 0.084
C 0.775 -2.287 2.804 -0.650
O -1.290 -2.615 1.569 -0.735
H -1.065 -2.173 4.891 0.208
H -1.224 -3.702 4.006 0.205
H -2.487 -2.471 3.904 0.222
H -0.942 -0.962 2.718 0.181
H 0.992 -3.346 2.597 0.201
H 1.195 -2.123 3.797 0.229
H 1.340 -1.703 2.074 0.221
H -0.640 -3.230 1.211 0.463
C -3.737 -1.539 -1.176 -0.636
C -3.077 -1.290 -2.518 0.097
C -4.070 -1.243 -3.678 -0.627
O -2.336 -0.078 -2.534 -0.771
H -4.423 -0.730 -0.928 0.213
H -2.989 -1.687 -0.399 0.218
H -4.319 -2.465 -1.239 0.205
H -2.353 -2.094 -2.741 0.146
H -4.993 -1.771 -3.443 0.208
H -3.661 -1.531 -4.642 0.214
H -4.377 -0.191 -3.798 0.216
H -1.628 -0.167 -1.869 0.503
C -1.036 2.764 -1.999 -0.639
C -1.793 3.389 -3.188 0.092
C -1.333 2.849 -4.538 -0.639
O -3.213 3.122 -3.020 -0.736
H -0.252 3.414 -1.602 0.210
H -0.575 1.808 -2.254 0.197
H -1.728 2.541 -1.187 0.225
H -1.706 4.470 -3.114 0.174
H -2.095 3.068 -5.290 0.220
H -1.035 1.805 -4.539 0.213
H -0.458 3.420 -4.889 0.206
H -3.287 2.156 -2.969 0.473
C 1.431 1.003 3.776 -0.633
C 1.781 2.481 3.749 0.096
C 3.230 2.720 4.101 -0.633
O 1.507 2.957 2.435 -0.741
H 1.647 0.605 4.777 0.205
H 2.090 0.436 3.118 0.224
H 0.364 0.860 3.616 0.212
H 1.171 2.995 4.505 0.156
H 3.472 2.221 5.044 0.207
H 3.460 3.781 4.138 0.210
H 3.862 2.231 3.353 0.221
H 1.348 3.906 2.466 0.476
C 0.348 -2.204 -2.792 -0.237
O 1.338 -2.792 -1.986 -0.757
H -0.583 -2.080 -2.233 0.179
H 0.696 -1.206 -3.052 0.193
H 0.172 -2.747 -3.722 0.158
H 1.110 -3.707 -1.801 0.468
C 0.837 0.114 -0.214 -0.249
O -0.234 -0.713 -0.702 -0.776
H 1.737 -0.485 -0.044 0.161
H 1.031 0.926 -0.898 0.207
H 0.599 0.523 0.778 0.177
H -0.432 -1.404 -0.060 0.488
O 3.747 2.426 0.319 -0.979
H 4.002 1.578 0.718 0.490
H 3.067 2.799 0.888 0.479
O 4.073 -0.235 1.458 -0.989
H 3.967 -0.756 0.636 0.509
H 4.199 -0.874 2.165 0.474
O 3.774 -1.731 -0.889 -0.975
H 4.229 -2.247 -1.560 0.489
H 2.894 -2.138 -0.818 0.500


Entry 4:
73
Properties=species:S:1:pos:R:3:mulliken_charge:R:1 method="wB97M-V/def2-TZVPD" homo_ev=0.127 charge=-2 fmax_ha_per_bohr=0.00732 multiplicity=1 homo_lumo_gap_ev=4.234
Tl -0.639 -0.088 1.698 1.036
C 2.193 -3.761 3.240 -1.643
C 0.803 -3.194 3.161 0.528
N 0.493 -2.025 3.565 -0.262
N 1.537 -1.235 3.994 -0.055
C 1.235 -0.051 4.604 0.042
N 2.209 0.881 4.444 -0.452
S -0.153 0.214 5.498 -0.369
C -0.288 -3.953 2.464 0.696
C -0.165 -5.306 2.167 -0.489
C -1.156 -5.925 1.421 -0.450
C -2.240 -5.184 0.995 -0.545
C -2.295 -3.848 1.367 -0.289
N -1.356 -3.251 2.084 -0.099
H 2.679 -3.392 4.143 0.448
H 2.787 -3.421 2.388 0.243
H 2.196 -4.848 3.250 0.490
H 2.348 -1.217 3.327 0.129
H 2.733 0.851 3.574 0.380
H 1.922 1.815 4.690 0.235
H 0.697 -5.869 2.491 0.164
H -1.065 -6.974 1.163 0.383
H -3.019 -5.616 0.380 0.385
H -3.125 -3.222 1.054 0.359
O 0.644 -3.275 -0.318 -0.545
C 0.115 -2.766 -1.248 0.713
C -0.459 -2.302 -2.340 0.056
C -0.944 -3.304 -3.331 -1.419
C -1.514 -2.913 -4.490 -0.133
C -1.697 -1.537 -4.848 -1.137
C -1.278 -0.586 -3.931 0.250
C -0.680 -0.864 -2.708 -0.440
P -0.288 0.411 -1.526 1.258
C -1.671 1.614 -1.748 0.250
C -2.910 1.206 -1.247 -0.685
C -4.023 2.023 -1.326 -0.501
C -3.925 3.282 -1.908 -0.458
C -2.705 3.700 -2.415 -0.580
C -1.589 2.872 -2.336 -0.054
C 1.150 1.339 -2.188 0.136
C 1.882 0.839 -3.260 -0.685
C 3.035 1.484 -3.691 -0.587
C 3.476 2.634 -3.051 -0.489
C 2.766 3.127 -1.963 -0.602
C 1.620 2.478 -1.530 -0.249
H -0.827 -4.356 -3.098 0.352
H -1.848 -3.687 -5.178 0.320
H -2.164 -1.255 -5.782 0.373
H -1.440 0.462 -4.172 0.318
H -2.995 0.223 -0.794 0.347
H -4.968 1.686 -0.917 0.356
H -4.790 3.932 -1.958 0.326
H -2.616 4.677 -2.877 0.366
H -0.647 3.212 -2.747 0.383
H 1.529 -0.056 -3.758 0.354
H 3.595 1.081 -4.527 0.364
H 4.378 3.134 -3.385 0.336
H 3.122 4.001 -1.430 0.402
H 1.099 2.835 -0.648 0.169
O 3.635 -1.042 2.092 -0.497
N 3.230 -0.736 0.934 0.152
O 2.049 -0.383 0.859 -0.428
O -1.969 2.562 1.485 -0.696
C -0.915 3.140 1.735 0.462
C -0.795 4.665 1.752 -0.738
C 0.665 4.887 2.112 -0.407
C 1.219 3.461 2.266 -0.112
O 2.379 3.254 2.601 -0.739
N 0.266 2.527 2.008 0.216
H -1.498 5.059 2.488 0.366
H -1.088 5.050 0.774 0.198
H 0.813 5.416 3.055 0.284
H 1.246 5.407 1.349 0.210


Entry 5:
11
Properties=species:S:1:pos:R:3:nbo_charge:R:1 method="wB97M-V/def2-TZVPD" homo_ev=-9.191 fmax_ha_per_bohr=0.06841 multiplicity=1 homo_lumo_gap_ev=8.105
H 1.572 2.124 -0.038 0.362
N 1.779 1.116 -0.101 -0.772
C 0.535 0.654 -0.052 0.420
N -0.632 1.383 0.118 -0.185
N -1.734 0.765 -0.004 -0.155
C -1.878 -0.575 -0.051 0.075
N -0.772 -1.291 -0.015 -0.138
N 0.368 -0.680 -0.088 0.128
O 1.414 -1.484 0.052 -0.482
H -2.827 -1.125 -0.117 0.227
H 2.175 -0.886 0.297 0.519


Entry 6:
9
Properties=species:S:1:pos:R:3:nbo_charge:R:1 method="wB97M-V/def2-TZVPD" homo_ev="-8.669 / -8.652" fmax_ha_per_bohr=0.08010 multiplicity=1 homo_lumo_gap_ev="6.803 / 6.759"
C 0.622 0.478 0.346 -0.483
N -0.938 -0.958 -0.194 -0.301
N 0.039 -0.775 0.578 -0.040
Br -3.478 -0.043 0.091 -0.712
H 1.785 0.532 0.477 0.238
H 0.337 0.850 -0.670 0.193
H 0.184 1.103 1.134 0.269
H -1.654 -1.501 0.115 0.436
H -0.999 -0.702 -1.150 0.401